Computed, not measured: 2 unconnected molecules or ions with the total composition C7H14Se at a distorted geometry, with ωB97M-V with the def2-TZVPD basis set.

Results
* net charge: 0
* E: -2676.40875 a.u.
* SMILES: C=CCC(=C)C.C[SeH]
* Kohn-Sham gap: 0.351 Ha
* ΔE to the lowest compared entry with this formula, charge and spin: 52.0 kJ/mol

Last columns: bonded neighbours and bond lengths (Å).
Positions of all 22 atoms, in Å:
1 H 2.50883 -2.53444 0.13747  C15 1.089
2 C 1.20107 0.08807 -1.04957  H5 1.080, H8 1.084, H12 1.092, C14 1.541
3 H -0.22412 -1.96610 0.88676  C18 1.051
4 H -4.23669 2.98198 -0.61279  C9 1.158
5 H 1.25732 -0.80145 -1.66019  C2 1.080
6 H -0.95960 -3.74728 -0.92362  C13 1.101
7 H 0.83853 -4.08970 -1.18191  C13 1.165
8 H 0.23264 0.56530 -0.95755  C2 1.084
9 C -3.23406 3.14183 -0.05581  H4 1.158, H11 1.115, Se16 1.878, H21 1.010
10 H 2.32140 0.42869 2.13779  C22 1.098
11 H -3.38020 3.98004 0.66427  C9 1.115
12 H 1.97364 0.75800 -1.43396  C2 1.092
13 C 0.05197 -3.45613 -0.60164  H6 1.101, H7 1.165, C18 1.326
14 C 1.56658 -0.46177 0.34262  C2 1.541, C15 1.506, C22 1.312
15 C 1.75804 -1.92577 0.63981  H1 1.089, C14 1.506, C18 1.516, H20 1.064
16 Se -2.35045 1.59666 0.54440  C9 1.878, H19 1.338
17 H 1.78499 1.62582 0.85865  C22 1.135
18 C 0.41787 -2.53561 0.28007  H3 1.051, C13 1.326, C15 1.516
19 H -1.15885 2.17028 0.74933  Se16 1.338
20 H 2.14772 -2.01548 1.62564  C15 1.064
21 H -2.70088 3.62089 -0.76764  C9 1.010
22 C 1.95106 0.53152 1.10939  H10 1.098, C14 1.312, H17 1.135